{
  "formula": "C64H69BBr2N9O2PS3Ti",
  "method": "ωB97M-V with the def2-TZVPD basis set",
  "orbital_gap_ev": [6.4070, 3.7075],
  "multiplicity": 2,
  "e_above_lowest_kcal_mol": 10.3,
  "charge": 3,
  "e_homo_ev": [-14.04, -14.04],
  "species": ["Ti", "C", "C", "C", "C", "N", "N", "B", "N", "N", "C", "C", "C", "C", "C", "S", "C", "C", "C", "C", "N", "N", "C", "C", "C", "C", "C", "S", "C", "C", "C", "C", "C", "S", "C", "C", "C", "C", "H", "H", "H", "H", "H", "H", "H", "H", "H", "H", "H", "H", "H", "H", "H", "H", "H", "H", "H", "H", "H", "H", "H", "H", "H", "H", "H", "H", "H", "H", "H", "H", "H", "H", "H", "H", "H", "H", "H", "C", "O", "C", "C", "C", "Br", "C", "C", "C", "O", "C", "N", "C", "C", "C", "C", "C", "C", "N", "H", "H", "H", "H", "H", "H", "H", "H", "H", "H", "H", "Br", "C", "C", "C", "N", "C", "C", "H", "H", "H", "H", "C", "C", "C", "C", "C", "C", "P", "C", "C", "C", "C", "C", "C", "C", "C", "C", "C", "C", "C", "H", "H", "H", "H", "H", "H", "H", "H", "H", "H", "H", "H", "H", "H", "H"],
  "positions_angstrom": [[0.515, 0.342, -0.094], [-1.945, 1.603, 4.424], [-0.493, 1.421, 4.154], [0.479, 1.853, 5.022], [1.840, 1.690, 4.685], [2.192, 1.030, 3.606], [1.274, 0.564, 2.786], [1.587, -0.421, 1.644], [3.076, -0.777, 1.369], [3.785, -1.257, 2.376], [4.977, -1.772, 2.179], [5.502, -1.882, 0.871], [4.792, -1.388, -0.194], [5.267, -1.496, -1.595], [3.538, -0.792, 0.098], [2.632, -0.103, -1.181], [5.735, -2.312, 3.369], [5.097, -3.660, 3.733], [7.216, -2.525, 3.045], [5.613, -1.346, 4.549], [0.893, -1.725, 2.143], [0.991, -1.909, 3.440], [0.423, -2.934, 4.024], [-0.300, -3.872, 3.252], [-0.392, -3.714, 1.886], [-1.154, -4.654, 1.021], [0.222, -2.556, 1.329], [0.106, -2.103, -0.320], [0.566, -2.972, 5.531], [-0.469, -1.989, 6.102], [0.333, -4.366, 6.116], [1.976, -2.497, 5.898], [-0.047, 0.820, 2.955], [-1.156, 0.445, 1.686], [2.886, 2.322, 5.567], [4.289, 1.805, 5.264], [2.566, 2.069, 7.047], [2.818, 3.832, 5.283], [-2.114, 1.808, 5.478], [-2.512, 0.721, 4.132], [-2.321, 2.444, 3.841], [0.209, 2.332, 5.948], [6.448, -2.362, 0.698], [6.311, -1.790, -1.622], [5.140, -0.558, -2.131], [4.680, -2.249, -2.123], [5.181, -4.363, 2.909], [4.046, -3.526, 3.974], [5.608, -4.077, 4.595], [7.363, -3.336, 2.335], [7.746, -2.796, 3.955], [7.667, -1.614, 2.656], [4.572, -1.225, 4.835], [6.036, -0.380, 4.286], [6.168, -1.740, 5.396], [-0.794, -4.701, 3.735], [-1.212, -5.636, 1.480], [-0.699, -4.742, 0.038], [-2.170, -4.285, 0.883], [-1.479, -2.269, 5.812], [-0.267, -0.981, 5.750], [-0.410, -1.996, 7.186], [-0.717, -4.647, 6.103], [0.657, -4.370, 7.154], [0.910, -5.124, 5.590], [2.214, -1.574, 5.377], [2.705, -3.255, 5.627], [2.047, -2.328, 6.967], [4.414, 0.810, 5.678], [5.022, 2.458, 5.732], [4.476, 1.770, 4.195], [2.266, 1.037, 7.209], [1.782, 2.727, 7.412], [3.456, 2.259, 7.640], [3.079, 4.030, 4.246], [3.526, 4.350, 5.924], [1.824, 4.226, 5.481], [-1.879, -1.087, -2.555], [-1.150, 0.082, -2.167], [-0.862, 0.952, -3.208], [-1.450, 0.945, -4.465], [-1.037, 1.865, -5.429], [-1.912, 1.883, -7.110], [0.002, 2.746, -5.185], [0.599, 2.760, -3.928], [0.128, 1.897, -2.934], [0.701, 1.884, -1.667], [1.791, 3.566, -3.719], [2.679, 3.740, -4.644], [3.743, 4.375, -4.071], [4.951, 4.785, -4.632], [5.854, 5.405, -3.793], [5.579, 5.610, -2.440], [4.383, 5.209, -1.867], [3.469, 4.595, -2.700], [2.210, 4.041, -2.464], [-1.270, -1.724, -3.202], [-2.805, -0.814, -3.065], [-2.129, -1.619, -1.638], [-2.204, 0.227, -4.738], [0.378, 3.406, -5.949], [1.532, 2.412, -1.766], [5.157, 4.614, -5.676], [6.798, 5.747, -4.184], [6.316, 6.099, -1.824], [4.166, 5.387, -0.825], [1.579, 4.448, -1.786], [2.737, 6.517, 2.245], [2.173, 4.816, 1.642], [0.819, 4.528, 1.471], [0.454, 3.280, 1.010], [1.338, 2.317, 0.719], [2.637, 2.598, 0.890], [3.101, 3.816, 1.339], [0.067, 5.268, 1.686], [-0.596, 3.039, 0.866], [3.343, 1.807, 0.660], [4.161, 3.984, 1.452], [-8.215, 0.688, -2.495], [-7.357, -0.348, -2.835], [-6.058, -0.338, -2.365], [-5.616, 0.701, -1.554], [-6.468, 1.759, -1.237], [-7.772, 1.731, -1.695], [-3.973, 0.564, -0.769], [-4.376, -0.169, 0.856], [-5.028, 0.530, 1.868], [-5.320, -0.115, 3.056], [-4.985, -1.448, 3.236], [-4.370, -2.153, 2.213], [-4.062, -1.514, 1.026], [-3.465, 2.291, -0.560], [-3.141, 2.905, 0.646], [-2.771, 4.240, 0.646], [-2.672, 4.943, -0.546], [-2.940, 4.316, -1.754], [-3.338, 2.996, -1.761], [-9.230, 0.688, -2.860], [-7.702, -1.153, -3.465], [-5.387, -1.145, -2.619], [-6.129, 2.573, -0.611], [-8.444, 2.530, -1.420], [-5.322, 1.560, 1.728], [-5.813, 0.431, 3.845], [-5.218, -1.939, 4.168], [-4.134, -3.200, 2.337], [-3.595, -2.059, 0.214], [-3.210, 2.350, 1.571], [-2.582, 4.738, 1.586], [-2.375, 5.979, -0.535], [-2.848, 4.855, -2.684], [-3.574, 2.495, -2.691]],
  "mulliken_spin": [-0.01, 0.00, 0.00, 0.00, 0.00, 0.00, 0.00, 0.00, 0.00, 0.00, 0.00, 0.00, 0.00, 0.00, 0.00, 0.00, 0.00, 0.00, 0.00, 0.00, 0.00, 0.00, 0.00, 0.00, 0.00, 0.00, 0.00, 0.00, 0.00, 0.00, 0.00, 0.00, 0.00, 0.02, 0.00, 0.00, 0.00, 0.00, 0.00, 0.00, 0.00, 0.00, 0.00, 0.00, 0.00, 0.00, 0.00, 0.00, 0.00, 0.00, 0.00, 0.00, 0.00, 0.00, 0.00, 0.00, 0.00, 0.00, 0.00, 0.00, 0.00, 0.00, 0.00, 0.00, 0.00, 0.00, 0.00, 0.00, 0.00, 0.00, 0.00, 0.00, 0.00, 0.00, 0.00, 0.00, 0.00, 0.10, -0.05, 0.00, -0.01, 0.00, 0.00, 0.00, 0.00, -0.01, 0.00, 0.00, 0.00, 0.00, 0.00, 0.00, 0.00, 0.00, 0.00, 0.00, 0.00, -0.03, -0.03, 0.00, 0.00, 0.00, 0.00, 0.00, 0.00, 0.00, 0.00, 0.00, 0.00, 0.00, 0.01, 0.00, 0.00, 0.00, 0.00, -0.01, 0.00, 0.00, 0.03, 0.01, 0.03, 0.13, 0.06, 0.00, 0.24, 0.09, 0.03, 0.01, 0.00, 0.01, 0.06, 0.18, 0.02, 0.00, 0.07, -0.03, 0.03, 0.00, 0.00, 0.01, 0.00, 0.00, 0.00, 0.00, 0.00, 0.00, 0.02, 0.00, 0.00, 0.00, 0.00, -0.01]
}


{
  "formula": "C64H92FN13O3Si",
  "method": "ωB97M-V with the def2-TZVPD basis set",
  "orbital_gap_ev": 7.7132,
  "multiplicity": 1,
  "e_homo_ev": -7.95,
  "species": ["C", "C", "C", "C", "C", "C", "C", "O", "Si", "C", "C", "C", "O", "C", "O", "C", "C", "N", "C", "F", "C", "C", "H", "H", "H", "H", "H", "H", "H", "H", "H", "H", "H", "H", "H", "H", "H", "H", "H", "H", "H", "H", "H", "H", "H", "H", "H", "H", "H", "H", "H", "H", "H", "H", "N", "C", "C", "C", "C", "H", "H", "H", "H", "H", "N", "C", "C", "C", "C", "H", "H", "H", "H", "H", "N", "C", "C", "C", "C", "H", "H", "H", "H", "H", "N", "C", "C", "C", "C", "H", "H", "H", "H", "H", "N", "C", "C", "C", "C", "H", "H", "H", "H", "H", "N", "C", "C", "C", "C", "H", "H", "H", "H", "H", "N", "C", "C", "C", "C", "H", "H", "H", "H", "H", "N", "C", "C", "C", "C", "H", "H", "H", "H", "H", "N", "C", "C", "C", "C", "H", "H", "H", "H", "H", "N", "C", "C", "C", "C", "H", "H", "H", "H", "H", "N", "C", "C", "C", "C", "H", "H", "H", "H", "H", "N", "C", "C", "C", "C", "H", "H", "H", "H", "H"],
  "positions_angstrom": [[3.166, 1.267, 2.992], [2.299, 0.658, 1.892], [2.231, 1.578, 0.676], [1.293, 1.203, -0.475], [-0.229, 1.116, -0.201], [-1.026, 1.754, -1.346], [-2.542, 1.529, -1.403], [-3.319, 1.959, -0.291], [-4.834, 1.230, -0.246], [-5.644, 1.675, 1.362], [-4.673, -0.631, -0.335], [-5.885, 1.842, -1.660], [-0.506, 1.729, 1.097], [-0.549, 3.083, 1.138], [0.166, 3.764, 0.450], [-1.537, 3.667, 2.083], [-2.164, 4.899, 1.473], [-2.831, 5.694, 2.193], [-0.713, -0.332, -0.056], [-0.072, -0.900, 1.050], [-0.484, -1.242, -1.260], [-1.741, -1.913, -1.815], [4.150, 1.556, 2.618], [2.693, 2.172, 3.384], [3.288, 0.580, 3.831], [2.697, -0.319, 1.605], [1.301, 0.488, 2.295], [2.027, 2.598, 1.005], [3.237, 1.602, 0.240], [1.433, 1.963, -1.249], [1.636, 0.259, -0.905], [-0.650, 1.319, -2.278], [-0.778, 2.813, -1.395], [-2.736, 0.460, -1.539], [-2.904, 2.032, -2.307], [-6.661, 1.285, 1.412], [-5.083, 1.246, 2.197], [-5.666, 2.745, 1.517], [-5.647, -1.094, -0.160], [-4.309, -0.952, -1.316], [-3.963, -1.010, 0.405], [-5.789, 1.273, -2.586], [-6.929, 1.786, -1.332], [-5.675, 2.892, -1.876], [-1.029, 3.947, 3.010], [-2.293, 2.929, 2.329], [-2.001, 5.046, 0.405], [-3.198, 6.466, 1.637], [-1.774, -0.319, 0.217], [0.055, -0.732, -2.060], [0.188, -2.025, -0.903], [-2.316, -1.256, -2.471], [-2.375, -2.267, -0.999], [-1.455, -2.785, -2.405], [-1.947, 0.645, 3.837], [-0.969, 0.906, 4.755], [-1.517, 0.756, 6.003], [-2.877, 0.378, 5.827], [-3.109, 0.317, 4.477], [-1.812, 0.677, 2.839], [0.030, 1.166, 4.445], [-0.996, 0.889, 6.938], [-3.597, 0.169, 6.601], [-4.000, 0.069, 3.925], [-8.803, -0.170, -1.087], [-9.624, 0.093, -2.150], [-10.572, 0.993, -1.737], [-10.304, 1.284, -0.370], [-9.213, 0.548, 0.004], [-8.021, -0.800, -1.105], [-9.455, -0.379, -3.104], [-11.363, 1.399, -2.345], [-10.852, 1.953, 0.271], [-8.700, 0.484, 0.948], [-0.343, 4.215, 6.325], [0.936, 4.562, 6.660], [0.879, 5.294, 7.818], [-0.490, 5.389, 8.193], [-1.218, 4.717, 7.247], [-0.610, 3.666, 5.527], [1.773, 4.256, 6.057], [1.723, 5.709, 8.342], [-0.893, 5.889, 9.057], [-2.278, 4.550, 7.154], [-1.173, -2.174, -5.861], [-0.074, -1.763, -5.160], [0.848, -2.775, -5.200], [0.281, -3.839, -5.954], [-0.967, -3.435, -6.350], [-2.008, -1.634, -5.996], [-0.038, -0.792, -4.697], [1.817, -2.756, -4.728], [0.733, -4.792, -6.175], [-1.720, -3.937, -6.932], [4.045, -4.075, -6.228], [5.146, -3.662, -5.532], [6.073, -4.670, -5.582], [5.507, -5.731, -6.339], [4.255, -5.332, -6.723], [3.207, -3.536, -6.360], [5.179, -2.692, -5.067], [7.053, -4.647, -5.134], [5.967, -6.676, -6.576], [3.502, -5.833, -7.307], [-8.157, 2.661, -4.218], [-8.698, 2.141, -5.360], [-8.053, 2.712, -6.427], [-7.080, 3.610, -5.905], [-7.180, 3.557, -4.539], [-8.427, 2.413, -3.280], [-9.488, 1.411, -5.319], [-8.252, 2.506, -7.465], [-6.391, 4.219, -6.465], [-6.635, 4.077, -3.771], [-5.691, -4.231, -1.870], [-6.077, -5.477, -1.459], [-7.434, -5.460, -1.280], [-7.887, -4.151, -1.596], [-6.788, -3.417, -1.956], [-4.748, -3.956, -2.073], [-5.357, -6.267, -1.329], [-8.036, -6.292, -0.958], [-8.902, -3.791, -1.562], [-6.694, -2.390, -2.269], [9.064, -4.394, -2.635], [10.165, -3.986, -1.933], [11.091, -4.995, -1.991], [10.526, -6.050, -2.760], [9.275, -5.646, -3.143], [8.223, -3.858, -2.755], [10.196, -3.021, -1.458], [12.063, -4.985, -1.529], [10.986, -6.993, -3.003], [8.520, -6.144, -3.727], [-2.649, 2.119, 9.292], [-1.690, 2.371, 10.232], [-2.254, 2.187, 11.466], [-3.610, 1.809, 11.260], [-3.822, 1.776, 9.908], [-2.511, 2.184, 8.299], [-0.695, 2.662, 9.941], [-1.752, 2.311, 12.412], [-4.343, 1.588, 12.018], [-4.703, 1.540, 9.336], [12.558, -2.709, -4.104], [12.861, -1.738, -5.017], [14.009, -1.113, -4.607], [14.414, -1.738, -3.397], [13.497, -2.717, -3.113], [11.763, -3.323, -4.144], [12.239, -1.575, -5.881], [14.504, -0.304, -5.118], [15.281, -1.497, -2.804], [13.437, -3.412, -2.296], [-10.274, 3.492, 2.714], [-9.073, 3.951, 2.242], [-8.092, 3.505, 3.086], [-8.726, 2.742, 4.106], [-10.072, 2.754, 3.849], [-11.167, 3.673, 2.296], [-9.019, 4.551, 1.349], [-7.038, 3.705, 2.989], [-8.249, 2.249, 4.936], [-10.896, 2.305, 4.375], [17.306, -1.436, -0.595], [18.415, -1.012, 0.084], [19.354, -2.006, 0.014], [18.787, -3.072, -0.737], [17.523, -2.689, -1.099], [16.459, -0.909, -0.704], [18.443, -0.045, 0.556], [20.337, -1.974, 0.452], [19.254, -4.011, -0.984], [16.765, -3.198, -1.670]],
  "mulliken_charge": [-1.58, 0.43, -1.28, -1.11, 1.01, -1.64, -0.07, -0.15, 0.44, -0.36, -0.88, -0.95, 0.66, -0.04, -0.60, 0.62, -0.43, -0.68, 1.00, -0.50, -1.21, -1.33, 0.41, 0.28, 0.40, 0.31, -0.20, 0.29, 0.64, 0.49, 0.37, 0.51, 0.89, -0.40, 0.41, 0.05, -0.03, 0.13, 0.65, 0.05, 0.37, 0.52, 0.05, 0.23, -0.01, 0.09, 0.45, 0.28, -0.36, 0.22, 0.58, 0.21, 0.41, 0.53, 0.28, -0.86, -0.74, -0.75, -0.59, -0.03, 0.79, 0.68, 0.54, 0.49, 0.35, -0.62, -0.79, -0.15, -0.84, 0.09, 0.46, 0.42, 0.50, 0.51, 0.24, -0.44, -0.57, -0.58, -0.55, 0.15, 0.40, 0.39, 0.44, 0.50, 0.05, -1.00, -0.20, -0.39, -0.69, 0.23, 0.51, 0.58, 0.45, 0.43, 0.03, -0.58, -0.14, -0.58, -0.44, 0.25, 0.36, 0.37, 0.41, 0.37, 0.12, -0.27, -0.65, -0.45, -0.53, 0.23, 0.36, 0.41, 0.43, 0.37, 0.06, -0.50, -0.57, -0.46, -0.50, 0.19, 0.38, 0.39, 0.45, 0.62, 0.05, -0.71, -0.28, -0.63, -0.36, 0.20, 0.35, 0.57, 0.40, 0.42, 0.18, -0.39, -0.57, -0.47, -0.56, 0.21, 0.39, 0.41, 0.40, 0.39, 0.17, -0.53, -0.75, 0.11, -0.41, 0.16, 0.38, 0.39, 0.32, 0.14, 0.05, -0.75, -0.15, -0.62, -0.56, 0.22, 0.37, 0.66, 0.42, 0.40, 0.03, -0.50, -0.39, -0.54, -0.27, 0.21, 0.37, 0.39, 0.39, 0.30]
}


> Number 1 is which compound?

C64H69BBr2N9O2PS3Ti